(1)
The molecule C3H3NO3S at a distorted geometry, computed with ωB97M-V/def2-TZVPD.

Output
HOMO level: -8.43 eV
structure (SMILES): Oc1[nH]oc(=S)c1O

XYZ file:
```
11
Properties=species:S:1:pos:R:3:forces:R:3
C 0.8989 -0.1154 -0.0194 0.229 2.146 1.070
C -1.2948 -0.3827 0.0223 0.095 -0.149 -0.039
C -0.2585 0.6188 0.1443 0.342 -1.413 -1.716
H 2.2699 1.1499 0.2185 0.363 -2.426 -1.178
H 1.3018 -2.0232 -0.3446 -0.683 -0.232 -0.088
H -1.5534 1.8731 0.1252 0.048 0.567 -0.284
N 0.6841 -1.4264 0.2103 -1.771 -1.860 -0.874
O 2.2236 0.1827 -0.1480 -1.140 3.080 1.240
O -0.7833 -1.6337 -0.1146 2.818 0.508 1.009
O -0.5882 1.9253 -0.0570 0.182 -0.619 0.806
S -2.9001 -0.1683 -0.0370 -0.482 0.398 0.054
```
Positions in Å, forces in eV/Å.

---

(2)
The molecule C3H3NO3S at a distorted geometry, computed with ωB97M-V/def2-TZVPD.

Output
HOMO level: -9.43 eV
structure (SMILES): O=C/C(=N/O)OC=S

XYZ file:
```
11
Properties=species:S:1:pos:R:3:forces:R:3
C 0.4120 0.7093 0.8139 -0.943 -1.600 0.214
C -0.6871 -0.6546 -0.8156 0.327 0.071 -0.810
C 0.6554 2.0767 0.4837 -0.152 4.280 -4.183
H -0.4364 -1.0186 3.0440 -0.297 -0.211 0.986
H -1.7066 -0.1148 -0.6347 2.299 -0.666 0.338
H 0.8824 2.6879 1.3429 0.087 0.453 0.473
N 0.0671 0.4181 2.0209 0.661 -0.511 -0.957
O -0.1321 -0.9532 2.1509 0.123 0.979 -0.903
O 0.5264 -0.1880 -0.1946 -2.252 -0.944 -0.826
O 0.5816 2.6336 -0.6696 0.300 -2.937 4.422
S -0.5811 -1.8255 -1.9428 -0.154 1.086 1.245
```
Positions in Å, forces in eV/Å.

---

(3)
C3H3NO3S as an isolated structure at a distorted geometry, computed with ωB97M-V/def2-TZVPD.

Output
HOMO level: -10.48 eV

XYZ file:
```
11
Properties=species:S:1:pos:R:3:forces:R:3
C -0.6259 -0.9300 -0.8952 -2.136 -2.257 0.857
C 0.3575 -0.7357 -1.7523 1.392 -0.496 -0.915
C 0.6072 1.0292 0.1312 3.511 -0.527 -2.302
N 0.2287 0.0446 -0.5685 -0.488 1.440 0.303
O 3.4267 -0.9658 -2.9043 -1.153 0.875 0.341
O 2.5805 -1.3631 -0.6005 -0.145 0.010 -1.643
O 2.1432 -2.9580 -2.4628 -0.601 1.157 0.483
S 2.4918 -1.6220 -2.0370 1.073 -1.924 1.135
H -1.4292 -1.5345 -0.3827 1.091 0.955 -0.945
H 1.6211 1.3941 -0.2303 -1.544 0.120 0.819
H 0.2695 1.1176 1.0987 -0.998 0.645 1.866
```
Positions in Å, forces in eV/Å.

---

(4)
C3H3NO3S as an isolated structure at a distorted geometry, computed with ωB97M-V/def2-TZVPD.

Output
HOMO level: -9.01 eV

XYZ file:
```
11
Properties=species:S:1:pos:R:3:forces:R:3
C 2.0948 -0.1058 0.3026 -1.298 1.881 3.448
C -0.5666 0.5423 -0.1991 -2.150 -5.838 -0.353
C -2.0110 0.3717 0.2529 -1.082 -6.715 -0.248
H 3.2239 -0.5417 0.2375 -2.602 1.732 0.371
H -0.4731 -1.7857 -0.7231 1.483 5.284 1.669
H -2.6164 1.2436 0.3793 -0.137 0.874 0.235
N 0.0868 -0.6565 -0.4356 -4.382 -6.246 -1.706
O 1.4844 0.7142 1.2158 5.422 -6.909 -6.510
O 1.3895 -0.9171 -0.8605 0.999 4.970 4.906
O -2.5302 -0.8020 0.3348 1.950 4.840 -0.221
S -0.0821 1.9370 -0.5044 1.798 6.128 -1.592
```
Positions in Å, forces in eV/Å.

---

(5)
The molecule C3H3NO3S, computed with ωB97M-V/def2-TZVPD.

Output
HOMO level: -9.33 eV
structure (SMILES): O=C1NO[C@H](C=S)O1

XYZ file:
```
11
Properties=species:S:1:pos:R:3:forces:R:3
C 1.4528 0.6750 -0.0602 0.295 0.425 -0.242
C 0.1362 0.8777 0.6710 0.119 -0.130 -0.370
C -1.4208 -0.5722 0.0162 -0.167 0.059 -0.140
H 1.8396 1.6415 -0.4538 -0.195 -0.641 0.202
H 0.2928 1.4605 1.5618 0.115 0.188 0.478
H -2.2734 0.8417 -1.1820 0.018 -0.124 -0.018
N -1.3632 0.5216 -0.8725 -0.127 0.022 0.041
O -0.7853 1.5963 -0.1279 0.110 -0.241 -0.015
O -2.1125 -1.5363 -0.0795 0.200 0.151 0.054
O -0.5063 -0.3343 0.9917 -0.142 -0.038 -0.032
S 2.2442 -0.7053 -0.2409 -0.226 0.329 0.041
```
Positions in Å, forces in eV/Å.

---

(6)
The molecule C3H3NOS at a distorted geometry, computed with ωB97M-V/def2-TZVPD.

Output
HOMO level: -8.11 eV
structure (SMILES): S=c1cc[nH]o1

XYZ file:
```
9
Properties=species:S:1:pos:R:3:forces:R:3
C 1.2024 0.1079 -0.0480 3.847 -2.826 1.837
C 0.1554 1.0071 0.0612 -1.207 1.019 -0.725
C -1.0455 0.3836 0.0371 3.972 -4.318 -0.677
H 0.1915 2.0310 -0.1001 0.459 1.718 0.169
H -1.9432 0.8505 0.0497 -2.881 0.694 -0.198
H -1.3805 -2.0798 0.0268 2.849 4.768 -0.298
N -0.7247 -1.0216 -0.1881 -3.491 -1.130 1.753
O 0.6246 -1.0963 0.1863 -1.279 -1.724 -1.447
S 2.9201 -0.1823 -0.0249 -2.270 1.797 -0.414
```
Positions in Å, forces in eV/Å.

---

Results for energy relative to the best compared isomer or geometry (same formula, charge and spin): 324.3; 419.8; 641.4; 736.4; 272.7; 383.2 (in kJ/mol, following the order of the records).
Results for molecular weight: 133.13; 133.13; 133.13; 133.13; 133.13; 101.13 (in g/mol, following the order of the records).